1.
Entry from the Open Molecules 2025 dataset: an isolated molecule of C4H9NO2 (ωB97M-V/def2-TZVPD).

Positions of all 16 atoms, in Å:
H  1.409259  1.850459  -0.372596
N  -0.752740  0.927682  1.549016
C  0.868094  1.064129  -0.902080
O  -1.503029  -0.810949  -1.101298
H  -0.821065  1.730476  0.938160
H  1.442136  0.804553  -1.790079
H  -0.216431  -2.200876  -0.174427
H  -1.253749  0.943286  2.426421
C  0.077373  -0.055241  1.242959
H  0.354529  -1.455685  -1.677945
H  -2.131736  -1.098973  -0.432507
H  -0.118756  1.429097  -1.204408
C  -0.206930  -1.278875  -0.760463
O  1.925982  -0.772156  0.335260
H  0.126017  -0.877672  1.951571
C  0.801047  -0.199256  -0.027585

Atoms 1-2, force components in eV/Å:
0.042 -0.008 0.005
0.987 -0.565 0.130

Multiplicity: 1
Charge: 0
Relative energy (zero: lowest compared OMol25 entry of this formula, charge and spin) (eV): 3.846
Highest occupied orbital energy (eV): -7.4
Kohn-Sham gap (eV): 7.516

=====

2.
Entry from the Open Molecules 2025 dataset: a 2-piece molecular cluster, C4H9NO2 overall (ωB97M-V/def2-TZVPD).

Positions of all 16 atoms, in Å:
C  -2.391725  0.411660  0.581724
C  1.367938  1.017897  0.547897
H  2.526251  -1.439376  -1.095789
H  -1.578049  0.916748  1.123647
N  1.218917  0.036777  -0.363661
H  -3.354714  0.625400  1.050540
H  -2.373877  0.801020  -0.442091
O  0.527550  1.374535  1.359578
C  -2.105902  -1.056697  0.577656
H  3.164805  0.213682  -1.072041
H  -2.766677  -1.698008  1.195324
H  1.981721  -0.256021  -2.306746
O  -1.194306  -1.572213  -0.039172
H  0.345005  -0.489506  -0.350694
C  2.269965  -0.387510  -1.258565
H  2.363099  1.501619  0.492394

Atoms 1-2, force components in eV/Å:
-0.043 0.056 -0.050
-0.009 0.009 0.003

Structure (SMILES): CNC=O.CC=O
Multiplicity: 1
Charge: 0
Relative energy (zero: lowest compared OMol25 entry of this formula, charge and spin) (eV): 1.197
Highest occupied orbital energy (eV): -9.6
Kohn-Sham gap (eV): 10.573

=====

3.
Entry from the Open Molecules 2025 dataset: an isolated molecule of C4H9NO2 (ωB97M-V/def2-TZVPD).

Positions of all 16 atoms, in Å:
O  1.067305  0.366475  0.442733
H  3.851003  -0.149949  -0.889361
H  -0.572240  0.049998  1.592372
H  -3.277026  0.529896  -1.000904
H  -0.213202  -1.254530  0.429489
O  1.811880  -1.562359  -0.517339
C  -1.176236  0.489706  -0.443907
C  1.986506  -0.416786  -0.162636
H  -2.716978  -1.050948  -0.438695
H  -2.999176  0.254072  0.724022
N  3.160979  0.266605  -0.286819
H  3.148798  1.268546  -0.189727
H  -1.106323  1.578268  -0.324015
C  -2.622508  0.029355  -0.280722
C  -0.254153  -0.170788  0.568084
H  -0.816981  0.252895  -1.453054

Atoms 1-2, force components in eV/Å:
0.131 -0.044 -0.042
-0.065 0.057 0.083

Structure (SMILES): CCCOC(N)=O
Multiplicity: 1
Charge: 0
Relative energy (zero: lowest compared OMol25 entry of this formula, charge and spin) (eV): 0.161
Highest occupied orbital energy (eV): -10.4
Kohn-Sham gap (eV): 11.339

=====

4.
Entry from the Open Molecules 2025 dataset: a 2-piece molecular cluster, C4H9NO2 overall (ωB97M-V/def2-TZVPD).

Positions of all 16 atoms, in Å:
H  1.736598  2.187218  -1.941196
H  -1.063581  -1.662900  2.013194
H  -1.000657  -0.028084  2.619565
C  1.908887  1.179038  -1.671963
C  -1.266022  -0.664380  1.819323
H  -1.000836  -0.223775  -1.530170
H  -2.386000  -0.821783  1.920025
C  -0.800073  -0.102593  0.513707
O  0.240179  0.505160  0.380799
H  1.422965  0.317558  -2.259549
O  2.737022  -0.149573  -0.020438
N  2.417027  1.082004  -0.530741
H  -2.509305  0.173275  -0.892237
C  -1.593397  -0.396005  -0.686439
H  -1.943380  -1.471687  -0.685663
H  3.100573  0.076526  0.951782

Atoms 1-2, force components in eV/Å:
-0.251 0.775 -0.586
1.630 -1.911 0.119

Structure (SMILES): CC(C)=O.C=NO
Multiplicity: 1
Charge: 0
Relative energy (zero: lowest compared OMol25 entry of this formula, charge and spin) (eV): 4.422
Highest occupied orbital energy (eV): -9.2
Kohn-Sham gap (eV): 10.024

=====

5.
Entry from the Open Molecules 2025 dataset: an isolated molecule of C4H9NO2 (ωB97M-V/def2-TZVPD).

Positions of all 16 atoms, in Å:
H  0.636405  -0.337674  -1.486522
N  0.347532  0.130913  -0.644962
H  1.972585  0.078685  1.539646
O  -0.807286  -0.176295  1.306919
H  -3.161275  -2.017935  -1.053500
C  1.227169  1.177314  -0.148901
H  0.609371  1.878310  0.425334
H  2.989368  1.460972  1.076009
H  1.605692  1.705722  -1.033980
H  -3.076704  -1.322304  0.594541
H  -2.983318  -0.269629  -0.845054
C  -2.704611  -1.246877  -0.431860
C  2.377980  0.639018  0.692809
H  3.032228  -0.023032  0.110807
O  -1.288383  -1.427198  -0.527861
C  -0.582586  -0.473041  0.153352

Atoms 1-2, force components in eV/Å:
-0.337 -0.110 -0.053
-0.077 -0.279 0.180

Structure (SMILES): CCNC(=O)OC
Multiplicity: 1
Charge: 0
Relative energy (zero: lowest compared OMol25 entry of this formula, charge and spin) (eV): 0.696
Highest occupied orbital energy (eV): -9.8
Kohn-Sham gap (eV): 10.761

=====

6.
Entry from the Open Molecules 2025 dataset: a 2-piece molecular cluster, C4H9NO2 overall (ωB97M-V/def2-TZVPD).

Positions of all 16 atoms, in Å:
N  2.698298  0.790187  -0.089676
C  -0.521970  0.162302  -0.208449
H  -0.025761  -0.041472  -1.172199
O  2.884251  -1.515634  -0.669536
O  -0.158277  1.479159  0.225046
H  -2.529445  0.183714  0.574819
C  2.742116  -0.385141  -0.386468
H  -0.007474  -1.824393  0.481406
H  1.828885  1.285650  0.114619
H  -0.631836  -0.735635  1.751280
H  1.005559  -0.537444  1.158955
H  -2.421611  0.758165  -1.106249
C  -2.027717  0.030893  -0.386492
H  -0.546756  2.116634  -0.389424
H  -2.279357  -0.970480  -0.752543
C  -0.008904  -0.796500  0.854908

Atoms 1-2, force components in eV/Å:
0.108 -0.475 -0.220
-0.070 -0.300 -0.019

Structure (SMILES): CC(C)O.N=C=O
Multiplicity: 1
Charge: 0
Relative energy (zero: lowest compared OMol25 entry of this formula, charge and spin) (eV): 0.934
Highest occupied orbital energy (eV): -10.7
Kohn-Sham gap (eV): 11.420

=====

7.
Entry from the Open Molecules 2025 dataset: a 2-piece molecular cluster, C4H9NO2 overall (ωB97M-V/def2-TZVPD).

Positions of all 16 atoms, in Å:
C  -0.341573  0.714118  1.087965
H  -0.224291  0.347911  3.080488
O  0.919863  0.732106  0.979239
H  -0.326737  -1.118030  -1.794103
H  0.490888  -2.770914  -0.439406
N  -0.861855  0.527979  2.321897
H  -1.818547  0.755672  2.527999
O  0.733585  -1.876398  -0.172609
H  -1.029722  1.831782  -0.557639
C  0.973597  0.362854  -0.988306
C  -1.121969  0.851012  -0.094392
H  0.647735  1.069434  -1.745432
H  2.023241  0.511337  -0.748641
H  1.434048  -1.383265  -2.057491
C  0.662074  -1.066074  -1.325750
H  -2.160336  0.510474  -0.073819

Atoms 1-2, force components in eV/Å:
-0.127 0.070 -0.023
-0.108 0.007 -0.056

Multiplicity: 1
Charge: 0
Relative energy (zero: lowest compared OMol25 entry of this formula, charge and spin) (eV): 5.053
Highest occupied orbital energy (alpha / beta) (eV): -7.3 / -7.3
Kohn-Sham gap (alpha / beta) (eV): 7.811 / 7.810

=====

8.
Entry from the Open Molecules 2025 dataset: an isolated molecule of C4H9NO2 (ωB97M-V/def2-TZVPD).

Positions of all 16 atoms, in Å:
H  3.696967  0.726869  0.413543
H  2.767290  0.720510  -1.122635
C  -2.573935  0.436626  -0.059593
C  2.920916  0.221663  -0.162380
C  -0.528273  -0.316685  1.035694
H  -0.609061  0.652445  1.541750
N  -1.770468  -0.686863  0.395800
H  -2.883327  1.030190  0.810142
C  0.659280  -0.296033  0.085632
H  3.194541  -0.821059  -0.346966
O  1.732780  0.291370  0.632272
O  0.665437  -0.817348  -1.005824
H  -0.271696  -1.055168  1.810315
H  -1.534960  -1.277547  -0.397737
H  -2.068260  1.105311  -0.779207
H  -3.478567  0.036613  -0.528977

Atoms 1-2, force components in eV/Å:
-0.134 -0.082 -0.089
0.031 -0.062 0.141

Structure (SMILES): CNCC(=O)OC
Multiplicity: 1
Charge: 0
Relative energy (zero: lowest compared OMol25 entry of this formula, charge and spin) (eV): 1.207
Highest occupied orbital energy (eV): -9.0
Kohn-Sham gap (eV): 9.917

=====

9.
Entry from the Open Molecules 2025 dataset: C4H9NO2 as an isolated structure (ωB97M-V/def2-TZVPD).

Positions of all 16 atoms, in Å:
O  -2.259373  -0.487820  0.231577
C  1.443323  -1.483873  1.139248
C  -1.504601  1.805648  -0.013449
O  -0.574869  0.058118  -1.183627
H  -2.334257  1.940860  0.694238
H  -1.796369  2.333392  -0.963002
H  0.624850  -2.156858  1.240968
H  2.184198  1.115286  -0.312019
C  2.560330  0.155373  -0.086128
H  -0.537565  2.136971  0.389866
H  2.210703  -1.426847  1.942839
C  -1.529686  0.350657  -0.330687
N  1.422655  -0.734353  0.118075
H  3.104263  -0.299762  -0.879338
H  3.137313  0.290298  0.847395
H  0.306012  -0.322085  -0.424969

Atoms 1-2, force components in eV/Å:
1.186 1.702 -1.092
0.049 0.408 0.085

Multiplicity: 1
Charge: 0
Relative energy (zero: lowest compared OMol25 entry of this formula, charge and spin) (eV): 2.513
Highest occupied orbital energy (eV): -9.2
Kohn-Sham gap (eV): 9.140

=====

10.
Entry from the Open Molecules 2025 dataset: an isolated molecule of C4H9NO2 (ωB97M-V/def2-TZVPD).

Positions of all 16 atoms, in Å:
C  0.302743  -0.824150  0.391127
N  2.397879  0.447615  0.578171
H  -2.252808  -1.043555  -0.759013
H  -2.395321  0.042960  0.646709
H  0.008662  -1.846065  0.172296
O  -0.207607  1.492677  0.118966
H  1.907947  1.258071  0.186037
C  1.827448  -0.731990  0.025416
O  2.432356  -1.611345  -0.526153
H  -2.533664  0.686802  -1.001150
H  -0.160765  0.144452  -1.455267
C  -0.509705  0.198850  -0.414255
H  -0.644673  2.156638  -0.430905
H  0.060557  -0.639033  1.458934
C  -2.011195  -0.047965  -0.375276
H  1.778141  0.316040  1.384357

Atoms 1-2, force components in eV/Å:
0.093 -0.314 -0.354
-0.381 -0.318 0.434

Structure (SMILES): C[C@@H](O)CC(N)=O
Multiplicity: 1
Charge: 0
Relative energy (zero: lowest compared OMol25 entry of this formula, charge and spin) (eV): 1.688
Highest occupied orbital energy (eV): -9.8
Kohn-Sham gap (eV): 10.332

=====

11.
Entry from the Open Molecules 2025 dataset: an isolated molecule of C4H9NO2 (ωB97M-V/def2-TZVPD).

Positions of all 16 atoms, in Å:
H  -0.273526  -1.525031  2.552107
H  0.595678  -0.016379  -3.110498
C  -0.012829  -0.956069  1.657549
H  -2.225505  -0.432053  1.067878
H  -1.709658  0.261153  -1.069663
C  -1.150598  -0.705573  0.693310
H  -1.054855  1.377034  -0.036954
O  -0.081754  0.379470  -2.543396
C  -0.907012  0.362443  -0.360849
O  1.426200  0.286056  -0.782480
H  -1.344866  -1.684888  0.282106
H  0.850178  -1.572276  1.276402
N  0.455602  0.411134  2.280270
H  1.144052  0.761229  1.583349
H  1.041388  0.195458  3.098504
C  0.310541  0.345658  -1.199767

Atoms 1-2, force components in eV/Å:
-0.733 -0.111 -0.218
0.302 0.405 0.166

Structure (SMILES): NCCCC(=O)O
Multiplicity: 1
Charge: 0
Relative energy (zero: lowest compared OMol25 entry of this formula, charge and spin) (eV): 1.420
Highest occupied orbital energy (eV): -9.6
Kohn-Sham gap (eV): 10.305

=====

12.
Entry from the Open Molecules 2025 dataset: an isolated molecule of C4H9NO2 (ωB97M-V/def2-TZVPD).

Positions of all 16 atoms, in Å:
H  0.157328  1.966132  1.790784
C  0.138530  -0.968076  -0.419232
N  -1.059397  -0.464677  0.232604
H  0.055723  -2.045699  -0.562555
O  -2.196589  1.059121  1.423689
O  1.743046  -0.442655  -2.099216
H  0.285435  0.884581  -1.484199
H  1.006185  -0.809907  0.201811
H  1.839816  -0.030943  -2.961452
C  0.099137  0.900872  1.985193
C  -1.167080  0.444272  1.263578
H  -1.913341  -0.991473  0.148776
H  0.988501  0.393463  1.640612
H  -0.061922  0.667148  3.033246
H  -0.304297  -0.379338  -2.507781
C  0.388925  -0.182817  -1.685854

Atoms 1-2, force components in eV/Å:
0.178 0.115 0.339
-0.461 0.147 0.268

Structure (SMILES): CC(=O)NCCO
Multiplicity: 1
Charge: 0
Relative energy (zero: lowest compared OMol25 entry of this formula, charge and spin) (eV): 1.292
Highest occupied orbital energy (eV): -9.7
Kohn-Sham gap (eV): 10.470

=====

13.
Entry from the Open Molecules 2025 dataset: an isolated molecule of C4H9NO2 (ωB97M-V/def2-TZVPD).

Positions of all 16 atoms, in Å:
H  -2.619731  0.766571  1.810854
H  0.981482  -0.272661  -2.386148
H  1.108246  -2.042859  -2.382146
N  -1.969090  1.537940  1.841878
H  -2.245334  2.470880  2.025142
H  0.465992  -2.165959  -0.058758
O  -0.644988  0.169703  0.927283
C  0.507372  -0.058330  0.188186
H  0.728436  0.844670  -0.393111
C  -0.753458  1.454213  1.271272
H  -0.743263  -1.383421  -1.080786
H  2.279802  -1.052131  -1.358862
H  1.324088  -0.189797  0.903166
C  1.260112  -1.157080  -1.773831
O  0.053635  2.349812  1.117332
C  0.266700  -1.271550  -0.651471

Atoms 1-2, force components in eV/Å:
0.243 0.364 -0.046
0.486 -0.476 0.278

Structure (SMILES): CCCOC(N)=O
Multiplicity: 1
Charge: 0
Relative energy (zero: lowest compared OMol25 entry of this formula, charge and spin) (eV): 0.688
Highest occupied orbital energy (eV): -10.3
Kohn-Sham gap (eV): 11.221

=====

14.
Entry from the Open Molecules 2025 dataset: an isolated molecule of C4H9NO2 (ωB97M-V/def2-TZVPD).

Positions of all 16 atoms, in Å:
H  2.164334  0.930868  1.131244
C  1.599622  -0.084215  -1.186412
N  0.577179  0.338760  -0.134913
H  -0.310526  -1.600744  -0.315858
H  1.427287  0.362121  -2.170778
C  1.068712  0.883072  1.001408
O  -1.260252  -1.776696  -0.253166
H  -1.376307  0.816168  -0.996174
H  -1.473283  -0.852331  1.608558
H  1.692071  -1.175298  -1.337688
O  0.319875  1.319391  1.854796
H  2.623743  0.234872  -0.893410
C  -1.708615  -0.706981  0.538628
C  -1.089839  0.578320  0.014033
H  -2.807844  -0.672700  0.466569
H  -1.446157  1.405393  0.673166

Atoms 1-2, force components in eV/Å:
-0.078 -0.160 -0.266
-0.596 0.143 0.086

Structure (SMILES): CN(C=O)CCO
Multiplicity: 1
Charge: 0
Relative energy (zero: lowest compared OMol25 entry of this formula, charge and spin) (eV): 2.698
Highest occupied orbital energy (eV): -9.7
Kohn-Sham gap (eV): 10.442

=====

15.
Entry from the Open Molecules 2025 dataset: an isolated molecule of C4H9NO2 (ωB97M-V/def2-TZVPD).

Positions of all 16 atoms, in Å:
C  -0.906884  2.226576  -1.176589
H  1.437281  0.450095  -0.080407
H  -1.008973  -1.240769  -0.288027
N  -0.346316  1.535176  -0.029019
C  0.240225  -0.171588  1.562201
H  -1.615433  1.637573  -1.776513
H  -0.552957  -0.312316  -1.730957
H  -0.239270  2.527016  -1.996164
H  0.131628  2.228181  0.522685
O  0.196840  -1.312311  1.927513
H  -0.148012  0.659550  2.202913
H  -1.424819  3.064432  -0.717775
C  0.358080  0.279419  0.097967
O  0.762913  -1.841276  -1.081665
C  -0.167010  -0.816670  -0.848664
H  0.592904  -2.504865  -0.391626

Atoms 1-2, force components in eV/Å:
-0.139 -0.931 -0.823
-0.039 -0.446 -0.236

Structure (SMILES): CN[C@@H](C=O)CO
Multiplicity: 1
Charge: 0
Relative energy (zero: lowest compared OMol25 entry of this formula, charge and spin) (eV): 2.678
Highest occupied orbital energy (eV): -8.9
Kohn-Sham gap (eV): 9.828